No. 1
Here is one molecule with the formula C5H13N3 in a non-equilibrium geometry from the Open Molecules 2025 dataset. Energies are from wB97M-V/def2-TZVPD.

Geometry as ORCA input:
```
! RIJCOSX wB97M-V def2-TZVPD def2/J DEFGRID3
* xyz 0 1
C 0.2726 1.0480 -0.3141
C -0.7246 -1.7329 -1.1035
C 0.9318 0.7184 -1.6120
C -1.6684 0.9750 1.3289
N 1.0918 0.4710 1.0635
C -0.7655 0.2061 0.3698
N 1.6519 -0.8309 1.0137
N -1.3172 -0.9149 -0.0711
H 0.9806 0.9019 1.9825
H 0.0508 2.1145 -0.2258
H 1.0787 -1.5087 1.5185
H 2.5856 -0.8553 1.4187
H -0.9135 -1.3377 -2.1132
H 0.3488 -1.9179 -0.9907
H -1.2056 -2.7158 -1.0765
H 1.5878 1.5334 -1.9317
H 0.1742 0.5623 -2.3911
H 1.5395 -0.1886 -1.5462
H -1.1663 1.8369 1.7764
H -2.5411 1.3380 0.7825
H -1.9917 0.2972 2.1215
*
```

## Properties
* ΔE to the lowest compared entry with this formula, charge and spin: 361.2 kJ/mol
* electronic energy: -9862.6227 eV
* SMILES string: C/N=C(/C)[C@H](C)NN

=====

No. 2
Here is C35H33BaBr2F5N5O3S2 as an isolated structure in a non-equilibrium geometry from the Open Molecules 2025 dataset. Energies are from wB97M-V/def2-TZVPD.

Geometry as ORCA input:
```
! RIJCOSX wB97M-V def2-TZVPD def2/J DEFGRID3
* xyz -1 1
Ba 0.2211 -0.4856 -0.8755
Br 1.2352 -5.1805 -6.7483
C 1.5155 -3.8241 -5.4722
C 1.1796 -2.5119 -5.7540
C 1.3869 -1.5697 -4.7574
N 1.8961 -1.8512 -3.5634
C 2.2415 -3.1153 -3.3245
C 2.0549 -4.1485 -4.2413
C 2.8511 -3.3977 -1.9895
C 3.8361 -4.3601 -1.8516
C 4.3454 -4.5712 -0.5782
Br 5.6963 -5.8690 -0.3287
C 3.8769 -3.8365 0.4870
C 2.8919 -2.8841 0.2279
N 2.3864 -2.6645 -0.9817
H 0.7564 -2.2261 -6.7057
H 1.1204 -0.5339 -4.9339
H 2.3015 -5.1681 -3.9883
H 4.2147 -4.9091 -2.7004
H 4.2408 -3.9364 1.4993
H 2.5147 -2.3051 1.0670
N -3.3075 -2.2675 -2.1315
C -3.1681 -1.2018 -2.9700
O -4.0264 -0.3280 -3.0080
C -1.9287 -1.1571 -3.8319
C -1.0695 0.0498 -3.4135
H -4.0130 -2.1803 -1.4175
H -2.5161 -2.8535 -1.9337
H -2.3050 -1.1880 -4.8686
H -1.3767 -2.0993 -3.6989
H -1.7251 0.9256 -3.5429
H -0.2863 0.2005 -4.1777
C -2.2405 3.9816 0.8029
C -1.3468 2.7219 0.7485
N -1.4154 2.1277 -0.5728
C -0.8787 3.0373 -1.5728
C -1.6858 4.3548 -1.5754
N -2.8046 4.1910 -0.5813
C -3.6688 3.0207 -0.9787
C -2.7865 1.7593 -0.8916
H -1.6957 4.8936 1.0487
H -3.1020 3.8862 1.4642
H -1.6910 1.9843 1.4717
H -0.3102 2.9678 0.9640
H -0.9266 2.5481 -2.5433
H 0.1663 3.2282 -1.3314
H -2.1614 4.5834 -2.5293
H -1.1121 5.2195 -1.2401
H -3.3709 5.0347 -0.5797
H -4.0274 3.2354 -1.9854
H -4.5113 3.0200 -0.2871
H -2.8143 1.2183 -1.8325
H -3.1459 1.0969 -0.1105
C 3.3597 -1.0219 6.2864
O 2.2671 -1.3143 5.4268
C 2.5061 -1.7700 4.1734
S 4.1052 -1.9636 3.6563
S 1.0854 -2.0020 3.2837
H 2.8921 -0.6569 7.2008
H 4.0078 -0.2619 5.8477
H 3.9584 -1.9104 6.4874
F -4.4856 -3.8747 3.8387
C -3.8033 -3.0706 3.0030
C -2.9896 -3.6068 2.0179
F -2.8756 -4.9354 1.8980
C -2.3037 -2.7645 1.1671
F -1.4957 -3.3072 0.2263
C -2.3848 -1.3659 1.2446
O -1.7154 -0.6147 0.4236
C -3.2159 -0.8643 2.2528
F -3.3622 0.4740 2.3955
C -3.9074 -1.6955 3.1147
F -4.6953 -1.1678 4.0654
C 1.6666 1.6683 -0.1964
C 2.0024 2.4214 0.7126
C 2.2707 3.2734 1.8327
C 2.5213 4.6387 1.6395
C 2.7360 5.4848 2.7159
C 2.7084 4.9854 4.0116
C 2.4703 3.6318 4.2135
C 2.2535 2.7816 3.1419
H 2.5549 5.0166 0.6250
H 2.9349 6.5353 2.5399
H 2.8806 5.6427 4.8540
H 2.4600 3.2275 5.2180
H 2.0816 1.7243 3.3014
*
```

## Properties
* ΔE to the lowest compared entry with this formula, charge and spin: 53.1 kJ/mol
* electronic energy: -226458.7634 eV

=====

No. 3
Here is one molecule with the formula C5H9N in a non-equilibrium geometry from the Open Molecules 2025 dataset. Energies are from wB97M-V/def2-TZVPD.

Geometry as ORCA input:
```
! RIJCOSX wB97M-V def2-TZVPD def2/J DEFGRID3
* xyz 0 1
C 2.0324 -0.3290 0.0954
C 0.6332 -0.7782 -0.2214
C -0.4135 0.1937 0.2969
C -1.8477 -0.2650 0.0464
C -3.0387 -0.4005 -0.0567
H 2.2834 0.5721 -0.4638
H 2.7465 -1.1366 -0.2115
H 2.0687 -0.2346 1.2372
H 0.4285 -1.8867 0.0266
H 0.4891 -0.7657 -1.3340
H -0.4077 0.1182 1.3938
H -0.6347 2.2136 0.3909
H -0.2212 1.7453 -1.0737
H -4.0858 -0.6033 -0.0275
N -0.0324 1.5568 -0.0986
*
```

## Properties
* ΔE to the lowest compared entry with this formula, charge and spin: 217.6 kJ/mol
* electronic energy: -6818.7401 eV
* SMILES string: C#C[C@H](N)CC

=====

No. 4
Here is a 2-piece molecular cluster, C3H9NOS overall in a non-equilibrium geometry from the Open Molecules 2025 dataset. Energies are from wB97M-V/def2-TZVPD.

Geometry as ORCA input:
```
! RIJCOSX wB97M-V def2-TZVPD def2/J DEFGRID3
* xyz 0 1
C 0.2632 -1.4814 0.4476
S 1.5841 -0.9070 -0.6567
C 0.6390 -1.0125 -2.2544
H -0.6116 -1.8252 -0.0266
H -0.0399 -0.7823 1.2210
H 0.6929 -2.3492 0.9658
H 0.3611 -2.0574 -2.3281
H -0.0577 -0.1911 -2.2630
H 1.4379 -0.9396 -2.9829
C -1.3486 1.7740 1.2044
N -0.0432 2.0075 1.6128
O -1.6531 0.9234 0.4133
H -2.0296 2.4560 1.7419
H 0.1744 2.9782 1.7465
H 0.6309 1.4065 1.1583
*
```

## Properties
* ΔE to the lowest compared entry with this formula, charge and spin: 69.7 kJ/mol
* electronic energy: -17629.4824 eV
* SMILES string: NC=O.CSC

=====

No. 5
Here is C31H36BrF6KN8O6S2Se as an isolated structure from the Open Molecules 2025 dataset. Energies are from wB97M-V/def2-TZVPD.

Geometry as ORCA input:
```
! RIJCOSX wB97M-V def2-TZVPD def2/J DEFGRID3
* xyz -2 1
K -0.5887 1.3481 0.1872
O -1.7731 2.2142 3.8103
C -1.1513 3.2250 4.3148
C -1.8007 4.1752 5.1508
C -1.1197 5.2304 5.7196
C 0.2501 5.4061 5.5115
C 0.9082 4.4891 4.7039
C 0.2436 3.4300 4.1047
C 1.0082 2.4762 3.2138
O 0.2750 1.3246 2.9019
N 1.4378 3.2046 2.0223
N 2.3390 2.7588 1.1491
C 2.9044 1.6216 1.3227
C 3.9847 1.1896 0.4414
Br 4.7484 2.5268 -0.6914
C 4.5312 -0.0259 0.4087
C 4.0275 -1.1934 1.1648
C 4.9066 -1.9437 1.9491
C 4.4561 -3.0538 2.6446
C 3.1231 -3.4390 2.5545
C 2.2474 -2.7150 1.7606
C 2.6978 -1.5981 1.0693
H -0.6915 1.5681 3.1922
H -2.8626 4.0379 5.3179
H -1.6613 5.9348 6.3439
H 0.7836 6.2334 5.9626
H 1.9737 4.6014 4.5170
H 1.9418 2.1734 3.7107
H 0.8745 3.9716 1.6900
H 2.6202 0.9251 2.1069
H 5.4052 -0.1834 -0.2127
H 5.9470 -1.6443 2.0161
H 5.1469 -3.6226 3.2562
H 2.7709 -4.3131 3.0885
H 1.2159 -3.0214 1.6386
H 2.0116 -1.0748 0.4142
C -0.7767 0.7224 -5.7840
N -0.1879 -0.0816 -4.7195
C -0.8439 -1.3715 -4.5860
C 0.1226 0.5655 -3.5085
N -0.1948 0.2015 -2.3416
N 0.9439 1.6773 -3.7541
C 1.4868 2.5558 -2.8259
N 2.4124 3.4095 -3.4649
N 1.1916 2.5642 -1.5973
H -1.8639 0.8057 -5.6707
H -0.5674 0.2538 -6.7481
H -0.3667 1.7291 -5.7892
H -0.8301 -1.8633 -5.5600
H -1.8890 -1.2748 -4.2622
H -0.3246 -2.0042 -3.8669
H -0.8021 -0.6168 -2.3407
H 1.4970 1.5805 -4.5897
H 2.0131 3.8641 -4.2759
H 2.7739 4.0974 -2.8202
H 1.6904 3.2956 -1.0970
F -1.1717 3.8852 -3.3092
C -1.5115 4.9877 -2.6397
F -2.2357 5.7581 -3.4603
F -0.3856 5.6540 -2.3425
S -2.4367 4.6083 -1.0849
O -1.4724 3.9688 -0.2308
O -2.9427 5.8842 -0.6778
N -3.5352 3.6908 -1.7031
S -4.1455 2.3210 -1.2628
O -3.3020 1.4718 -0.4658
O -5.5268 2.4247 -0.9015
C -4.1787 1.5113 -2.9169
F -2.9510 1.4097 -3.4310
F -4.6858 0.2808 -2.8040
F -4.9353 2.1939 -3.7844
C -1.9401 -7.9318 2.0845
C -1.5064 -6.7100 1.3161
C -0.2869 -6.6619 0.6575
C 0.1206 -5.5430 -0.0668
C 1.4560 -5.5616 -0.7550
C -0.7138 -4.4122 -0.1497
Se -0.1665 -2.8611 -1.1087
C -1.9529 -4.4515 0.5256
C -2.8808 -3.2722 0.4924
C -2.3227 -5.5876 1.2356
H -1.1228 -8.6505 2.1682
H -2.7780 -8.4389 1.5968
H -2.2639 -7.6742 3.0961
H 0.3775 -7.5216 0.7078
H 1.9663 -6.5132 -0.5848
H 2.0881 -4.7437 -0.4024
H 1.3368 -5.3986 -1.8286
H -2.3989 -2.3872 0.9126
H -3.7960 -3.4801 1.0504
H -3.1339 -3.0067 -0.5360
H -3.2811 -5.5904 1.7495
*
```

## Properties
* ΔE to the lowest compared entry with this formula, charge and spin: 70.9 kJ/mol
* electronic energy: -246630.1077 eV

=====

No. 6
Here is a 9-piece molecular cluster, C34H94N8O9 overall in a non-equilibrium geometry from the Open Molecules 2025 dataset. Energies are from wB97M-V/def2-TZVPD.

Geometry as ORCA input:
```
! RIJCOSX wB97M-V def2-TZVPD def2/J DEFGRID3
* xyz 1 2
C -2.0894 -2.9002 3.1470
C -2.1573 -4.3647 2.9109
C -1.3661 -4.9103 1.7360
O -1.7734 -4.1876 0.5536
C -1.0759 -4.5117 -0.6174
N -1.6630 -4.8737 4.1660
H -2.3038 -2.3522 2.2295
H -1.1183 -2.5232 3.4676
H -2.8035 -2.4764 3.8531
H -3.1823 -4.6998 2.7525
H -1.5732 -5.9680 1.5732
H -0.2876 -4.8939 1.8935
H -1.3507 -5.4821 -1.0307
H -0.0060 -4.4667 -0.4140
H -1.2110 -3.8444 -1.4686
H -2.2814 -4.4625 4.8506
H -0.7473 -4.4569 4.2550
C 6.0503 -1.2442 -2.9320
C 5.8779 -0.2724 -4.1436
C 4.9827 0.9852 -3.9364
O 3.6457 0.4661 -3.6164
C 2.8255 1.4922 -2.9984
N 7.2274 0.1402 -4.4957
H 5.0828 -1.5818 -2.5604
H 6.5502 -0.7870 -2.0781
H 6.6863 -2.0885 -3.1982
H 5.4356 -0.7901 -4.9948
H 4.9252 1.6009 -4.8340
H 5.3663 1.6244 -3.1411
H 2.3430 2.1167 -3.7502
H 3.2935 2.1470 -2.2633
H 2.0416 0.9468 -2.4729
H 7.5992 0.6683 -3.7191
H 7.2325 0.9819 -5.0540
C 1.5386 4.4997 -0.9264
C 1.6936 3.7011 0.3815
C 2.5134 4.5001 1.4301
O 3.8986 4.7383 1.1337
C 4.6610 5.3144 2.1290
N 0.3104 3.4735 0.8347
H 2.4375 4.6517 -1.5239
H 1.0583 5.4534 -0.7077
H 0.8850 3.9818 -1.6283
H 2.1729 2.7361 0.2167
H 2.2961 4.0766 2.4107
H 2.1617 5.5249 1.5493
H 5.6245 5.6087 1.7129
H 4.7403 4.6464 2.9867
H 4.1574 6.2007 2.5150
H 0.2386 3.0065 1.7273
H -0.0363 2.7213 0.2567
C -4.0659 0.7452 -2.3800
C -4.3897 1.8644 -1.3961
C -4.0992 3.2738 -1.9999
O -2.6668 3.2426 -2.4022
C -2.2982 4.4658 -2.9383
N -5.7790 1.7841 -1.0336
H -4.2758 -0.2198 -1.9187
H -3.0011 0.7518 -2.6129
H -4.6490 0.7359 -3.3008
H -3.7743 1.7352 -0.5057
H -4.4341 4.0267 -1.2863
H -4.6724 3.4697 -2.9061
H -1.2930 4.4636 -3.3597
H -2.2000 5.2330 -2.1703
H -2.9746 4.8997 -3.6747
H -5.9885 0.8653 -0.6703
H -5.9044 2.3361 -0.1971
C -7.9002 -3.1382 1.3014
C -7.4254 -2.1079 2.3597
C -7.3409 -0.6728 1.7425
O -6.1745 -0.5690 0.8585
C -4.9348 -0.5256 1.4674
N -8.4166 -2.1847 3.4526
H -7.9325 -4.1600 1.6794
H -7.3172 -3.2492 0.3871
H -8.8709 -2.8101 0.9296
H -6.5507 -2.4995 2.8789
H -7.2714 0.0455 2.5595
H -8.2455 -0.4747 1.1676
H -4.1525 -0.6659 0.7215
H -4.7298 -1.4344 2.0331
H -4.7641 0.3819 2.0465
H -9.2766 -1.7548 3.1431
H -8.6568 -3.1505 3.6251
C 2.8762 -1.9998 1.2977
C 4.2918 -1.8461 0.8107
C 4.9687 -0.5396 1.1088
O 4.4320 0.4830 0.2488
C 4.9704 1.7718 0.5717
N 5.1366 -2.9212 1.2789
H 2.2252 -1.1320 1.1917
H 2.8896 -2.1241 2.3805
H 2.3198 -2.8141 0.8335
H 4.2890 -1.9782 -0.2713
H 6.0322 -0.6584 0.9015
H 4.8608 -0.3075 2.1683
H 6.0556 1.8484 0.6395
H 4.5677 2.1259 1.5207
H 4.6583 2.5139 -0.1631
H 4.7327 -3.8397 1.1632
H 5.2286 -2.7917 2.2763
C 2.0483 -2.1837 -2.7663
C 1.6160 -2.2495 -4.2487
C 0.5704 -1.1947 -4.5735
O -0.7692 -1.4957 -3.9695
C -1.4232 -2.6823 -4.4323
N 2.7483 -2.1884 -5.0734
H 1.2277 -2.1802 -2.0489
H 2.6549 -1.3012 -2.5626
H 2.6198 -3.0674 -2.4825
H 1.1807 -3.2210 -4.4827
H 0.4476 -1.2024 -5.6566
H 0.8946 -0.1939 -4.2883
H -1.4214 -2.7341 -5.5210
H -2.4659 -2.5823 -4.1307
H -0.8932 -3.4907 -3.9287
H 3.3882 -2.8718 -4.6944
H 3.2251 -1.2982 -5.0549
C 1.9932 0.9336 3.2709
C 1.2616 1.8002 4.3191
C -0.3125 1.7347 4.4121
O -0.9374 2.1333 3.2198
C -2.2730 1.7674 3.0818
N 1.7784 1.3456 5.6324
H 1.7397 -0.1162 3.4188
H 3.0763 1.0314 3.3445
H 1.7027 1.0876 2.2317
H 1.4362 2.8576 4.1199
H -0.6495 2.2460 5.3138
H -0.6926 0.7424 4.6549
H -2.4864 0.7177 3.2838
H -2.5269 1.9150 2.0321
H -2.9532 2.3637 3.6900
H 2.7603 1.5826 5.6367
H 1.2942 1.8699 6.3470
C -0.9777 -0.4589 0.6636
C -0.8503 -0.1038 -0.8022
O -1.0098 1.3401 -0.7209
H -0.1465 -0.0407 1.2312
H -0.8422 -1.5313 0.8043
H -1.9054 -0.2226 1.1847
H -1.5713 -0.5994 -1.4523
H 0.1428 -0.3362 -1.1866
H -1.3344 1.7173 -1.5419
*
```

## Properties
* ΔE to the lowest compared entry with this formula, charge and spin: 0.0 kJ/mol
* electronic energy: -67115.6780 eV
* expectation value of S²: 0.754

=====

No. 7
Here is a 2-piece molecular cluster, C41H38BNO4 overall in a non-equilibrium geometry from the Open Molecules 2025 dataset. Energies are from wB97M-V/def2-TZVPD.

Geometry as ORCA input:
```
! RIJCOSX wB97M-V def2-TZVPD def2/J DEFGRID3
* xyz 0 1
C -5.0220 -3.7184 4.8522
C -3.9304 -2.7991 5.1138
C -3.3712 -2.2973 6.2633
C -2.2722 -1.4689 5.8542
C -2.1899 -1.5319 4.4838
B -1.1638 -0.8956 3.4191
C -0.1432 0.0059 4.1932
C -0.0396 1.3643 4.3436
C 1.0452 1.6259 5.2455
C 1.5094 0.3917 5.6458
C 2.4140 -0.0429 6.6913
O 0.8236 -0.5985 4.9756
C -0.2714 -2.0501 2.8210
C -0.3770 -3.4034 2.9590
C 0.7850 -4.0093 2.3798
C 1.5587 -2.9816 1.9175
C 2.8320 -2.9772 1.2256
O 0.9208 -1.7828 2.1710
C -2.2702 -0.1925 2.5510
C -2.5038 -0.2304 1.2038
C -3.7255 0.4746 0.9465
C -4.2037 0.8593 2.1777
C -5.4301 1.5023 2.6203
O -3.3140 0.4761 3.1587
O -3.2300 -2.3174 4.0309
H -5.5112 -3.9905 5.7922
H -5.7760 -3.2623 4.1991
H -4.6506 -4.6442 4.3912
H -3.6956 -2.4913 7.2796
H -1.6332 -0.8987 6.5168
H -0.6558 2.0969 3.8400
H 1.3990 2.5991 5.5684
H 2.9557 0.8243 7.0822
H 1.8556 -0.5036 7.5238
H 3.1440 -0.7748 6.3221
H -1.1794 -3.9447 3.4504
H 1.0032 -5.0731 2.3261
H 3.3811 -3.8932 1.4711
H 2.6717 -2.9736 0.1422
H 3.4279 -2.1069 1.5054
H -1.8533 -0.7151 0.4815
H -4.1879 0.6573 -0.0207
H -6.0634 1.7214 1.7554
H -5.9991 0.8542 3.2992
H -5.2198 2.4450 3.1388
C -0.6930 7.1401 2.4449
N 0.5529 6.6290 1.9047
C 1.6613 7.5595 1.7896
C 0.7467 5.2970 1.6948
C -0.3329 4.3697 1.7789
C -0.1083 3.0300 1.5419
C 1.1764 2.5407 1.2149
C 1.3504 1.2102 0.6938
C 2.6528 0.5674 0.6164
C 2.6704 -0.2643 -0.5470
C 3.8657 -0.7346 -1.0690
C 5.0529 -0.4413 -0.3893
C 5.0398 0.3123 0.7947
C 3.8418 0.8033 1.3092
C 1.3434 -0.2391 -1.1424
C 0.5260 0.6649 -0.3758
C -0.6944 1.1004 -0.9000
C -1.1143 0.6329 -2.1481
C -0.3079 -0.2584 -2.8733
C 0.9141 -0.7151 -2.3651
C 2.2568 3.4609 1.2208
C 2.0423 4.8135 1.3609
H -0.9651 6.6292 3.3761
H -0.5542 8.2018 2.6419
H -1.5163 7.0192 1.7314
H 2.0034 7.6512 0.7475
H 1.3270 8.5388 2.1310
H 2.5166 7.2422 2.4009
H -1.3421 4.7144 2.0165
H -0.9270 2.3201 1.6058
H 3.8483 -1.3305 -1.9846
H 6.0034 -0.7821 -0.8002
H 5.9780 0.5246 1.3094
H 3.8165 1.3940 2.2246
H -1.3034 1.8084 -0.3338
H -2.0743 0.9714 -2.5496
H -0.6405 -0.5878 -3.8552
H 1.5350 -1.4372 -2.8935
H 3.2670 3.1131 1.0322
H 2.8733 5.5115 1.2360
*
```

## Properties
* ΔE to the lowest compared entry with this formula, charge and spin: 0.0 kJ/mol
* electronic energy: -53486.2540 eV